(P)
Density functional theory data (wB97M-V/def2-TZVPD) for 2 unconnected molecules or ions with the total composition CH3O3S.

Properties
* charge: -1

Each line ends with the Löwdin charge.
Cartesian coordinates (Å):
C  -1.029  -0.017  0.131  -0.463
O  0.414  -1.656  -1.471  -0.487
O  1.091  0.690  -1.034  -0.467
O  -0.986  1.247  0.565  -0.159
S  0.484  -0.500  -0.530  0.468
H  -1.506  -0.569  1.029  0.093
H  -0.273  1.751  0.100  0.080
H  1.805  -0.944  1.209  -0.064

(Q)
Density functional theory data (wB97M-V/def2-TZVPD) for a gas-phase ion, CH3O3S (charge -1).

Properties
* charge: -1
* SMILES: O=[S@@H]([O-])=CO

Each line ends with the Löwdin charge.
Cartesian coordinates (Å):
C  -0.927  -0.727  0.399  -0.443
O  0.155  0.220  -2.470  -0.641
O  -0.668  1.852  -0.537  -0.478
O  -0.187  -0.433  1.516  -0.339
S  -0.102  0.548  -0.634  0.759
H  -0.341  -1.665  -0.007  0.043
H  0.821  -0.394  1.409  0.029
H  1.250  0.599  0.324  0.071

Stability summary - winner: (P); margin: 34.9 kcal/mol.